C18H40ClIN9O6 | ωB97M-V with the def2-TZVPD basis set

Atoms and positions in Å:
I 3.8421 -1.8932 3.5644
Cl 3.6915 2.0206 0.9964
O 5.4243 7.7727 -1.5979
O -4.1716 -4.5267 2.3403
O -2.0299 -1.5961 3.3686
O -2.1262 -1.1691 -1.2736
O -4.1988 3.1396 -0.9281
O 4.1551 2.6280 -1.4427
N -6.1086 2.0475 -1.4674
N -6.0088 4.3589 -1.5489
N 5.6457 5.8573 -2.7980
N -4.5461 -4.5490 0.1025
N -0.5022 -1.5168 5.0399
N 4.6673 5.8210 -0.7133
N -0.9250 -0.7576 -1.3976
N -2.7330 -1.9260 5.4964
N -3.4477 -2.7740 1.0845
C 1.4887 -1.2458 -1.7957
C -1.7729 -1.6743 4.5598
C 4.5194 -1.6870 1.5325
C 2.2531 -0.9649 0.5964
C 5.2566 6.5697 -1.6929
C -0.2890 -2.4495 -3.0356
C -0.8956 -0.1460 0.9994
C 0.0715 -1.8274 -1.6705
C -1.5255 1.5149 -0.7652
C -4.0588 -3.9788 1.2554
C -5.3606 3.1804 -1.2903
C -0.0268 -2.9580 -0.6291
C -0.5993 0.3313 -0.4397
C 3.3946 -2.0038 0.5600
C 0.8404 0.8175 -0.6120
C 3.2041 0.4480 -1.3084
C 1.9443 -0.2422 -0.7249
C 3.6966 1.7606 -0.7584
H -1.3688 -2.5033 -3.1428
H 3.0007 -2.9867 0.8215
H -1.5639 0.5357 1.5227
H 4.5313 4.8293 -0.7904
H -5.0007 -5.4373 0.1869
H -5.6587 1.1701 -1.2856
H 2.9971 0.6894 -2.3517
H 6.0815 6.3672 -3.5417
H -0.2678 -1.5783 6.0116
H -1.6058 1.6524 -1.8445
H 3.8237 -2.1059 -0.4396
H 4.3631 6.2993 0.1123
H 5.3294 -2.4064 1.4564
H -4.4623 -4.1214 -0.7995
H 0.0947 -3.4711 -3.0727
H 1.3621 -1.4739 0.9453
H 5.5085 4.8684 -2.8892
H -3.3554 -2.3244 0.1892
H -0.1363 -2.6045 0.3913
H -7.0653 2.0551 -1.7630
H 2.1640 -2.1003 -1.8599
H 2.4880 -0.2423 1.3756
H -2.5305 1.3178 -0.4051
H -0.0136 -0.2490 1.6232
H 0.1657 -1.9093 -3.8637
H -3.0753 -2.3159 1.9040
H 0.2267 -1.3440 4.3726
H -5.4850 5.2043 -1.4275
H 1.5487 -0.7369 -2.7617
H 0.8822 -3.5595 -0.6800
H -1.1552 2.4265 -0.2997
H -0.8765 -3.6028 -0.8461
H 4.8927 -0.6726 1.4283
H -6.9631 4.4127 -1.8474
H -1.4022 -1.1013 0.9691
H -2.5441 -1.9993 6.4770
H 1.0248 1.5184 0.2003
H 0.8776 1.3993 -1.5423
H -3.6699 -2.0624 5.1660
H 4.0689 -0.2192 -1.3050

Computed properties:
Multiplicity: 2
LUMO (spin up / spin down) (eV): 0.1 / 0.1
<S²>: 0.754
Gap between HOMO and LUMO (spin up / spin down) (eV): 8.58 / 9.34
Electronic energy (eV): -65637.14978

***

C18H40ClN2O10P2 | ωB97M-V with the def2-TZVPD basis set

Atoms and positions in Å:
Cl -2.9693 -3.7428 5.2638
P -4.1019 -1.2061 -2.4852
P 4.4805 2.3593 -0.2381
O 4.0273 0.9667 -0.0956
O 4.2501 2.9685 1.2462
O 4.2095 3.7349 -1.0068
O -5.3188 -2.2451 -2.1811
O -4.9427 0.0352 -3.1117
O -4.5719 -3.3964 3.2813
O -3.6775 -0.8107 -1.1366
O 6.1054 2.3345 -0.2833
O 1.0614 -0.0482 4.0401
O -3.6346 -1.9238 -3.8366
N -1.7263 -1.4680 3.1001
N 1.2098 -2.1554 3.1909
C 6.4569 2.0315 -2.6898
C -0.9173 -1.3404 4.2824
C -4.5143 -2.5712 -4.7576
C 0.5156 -1.1271 3.8425
C -4.3095 1.3113 -3.1998
C 3.6554 1.6733 3.2134
C -3.1091 1.3061 -4.1285
C -6.2901 -2.6238 0.0057
C 3.1517 2.5132 2.0675
C -5.2780 -3.0862 -1.0147
C 2.6578 -1.9425 3.2901
C 4.5566 5.0273 -0.5020
C 6.0064 5.3985 -0.7323
C 0.9103 -3.4853 3.7249
C 6.7516 1.5479 -1.2814
C -5.1942 -1.6182 -5.7185
C -3.1091 -1.4971 3.3963
C -3.6782 -2.8578 3.8324
H -0.9038 -2.2539 4.9069
H 4.2800 5.1412 0.5425
H -1.2160 -0.5115 4.9512
H -3.6530 -1.2712 2.4753
H -4.2805 -3.1041 -0.5774
H -6.0073 -1.0779 -5.2360
H 3.9252 5.7225 -1.0588
H -4.0217 1.6493 -2.2014
H 6.1353 6.4719 -0.5835
H -5.5121 -4.1006 -1.3467
H 6.3227 5.1403 -1.7427
H 2.9337 -1.0339 2.7672
H -4.4889 -0.8859 -6.1103
H 6.4654 0.4995 -1.1666
H -5.0645 2.0027 -3.5752
H -2.7158 2.3159 -4.2498
H 6.6831 3.0926 -2.7915
H -3.3775 0.9112 -5.1085
H 6.6653 4.8871 -0.0321
H 5.4000 1.8996 -2.9368
H 1.3504 -3.6613 4.7136
H 7.8213 1.6191 -1.0829
H -0.1600 -3.6475 3.8130
H 3.1459 -2.7964 2.8204
H 7.0472 1.4728 -3.4171
H 1.2635 -4.2232 3.0026
H -6.1464 -1.5707 0.2450
H 2.8218 1.2611 3.7832
H -3.4302 -0.7274 4.1432
H 4.2747 0.8508 2.8548
H 2.4272 1.9555 1.4760
H 2.9723 -1.8815 4.3372
H -5.6197 -2.1819 -6.5507
H -2.3091 0.6755 -3.7317
H -7.3054 -2.7267 -0.3855
H 4.2809 2.2719 3.8815
H -5.2375 -3.2041 -4.2504
H -3.8727 -3.2448 -5.3296
H -6.2076 -3.2029 0.9260
H 2.6502 3.4050 2.4479

Computed properties:
Net charge: -1
Multiplicity: 1
LUMO (eV): 2.3
Gap between HOMO and LUMO (eV): 4.82
Electronic energy (eV): -73873.07470

***

C18H40NO12P | ωB97M-V with the def2-TZVPD basis set

Atoms and positions in Å:
P -2.8714 2.6838 -0.3982
O -0.9434 -1.7422 1.9378
O -2.0574 -2.7052 3.6568
O -0.7874 -2.2542 -2.4252
O 0.4826 5.5648 1.6178
O 1.9416 0.4958 -1.6992
O 2.6946 -5.2902 0.4278
O -0.5814 7.3628 2.1328
O -3.8844 3.7668 -0.2962
O -2.2984 2.2618 0.9988
O -1.7174 2.9308 -1.2862
O -3.4954 1.4688 -0.8492
O 3.6876 1.7758 -2.3862
N -0.8264 0.2708 -0.4832
C 2.4466 1.5738 -2.1512
C -2.6674 -3.8242 -2.1572
C -2.2364 -4.8792 4.4458
C 1.4616 2.7498 -2.4352
C 1.2526 -3.3332 0.3948
C -2.0834 -2.5632 -2.6602
C -3.0814 -1.6342 -3.2422
C 0.5686 4.2078 1.2958
C -1.6374 -4.0312 3.3798
C 5.9796 1.1598 -2.8742
C 2.8946 -3.8872 -1.5242
C -0.5404 6.2748 1.6358
C -1.7634 -1.7052 2.8258
C 2.3046 -4.2632 -0.1602
C -1.8224 5.7168 1.2108
C 4.6536 0.8088 -1.9652
C 1.9446 3.6528 1.2398
C -2.0934 -0.3512 3.3248
H -0.6384 1.1888 -0.2242
H 6.0386 0.9528 -3.8332
H 0.1016 3.3918 1.9178
H 0.0826 3.8578 0.4598
H 0.3706 -3.5892 -0.0692
H -3.4804 -3.7462 -1.4462
H -3.8744 -2.1742 -3.7462
H 6.8306 0.7138 -2.4992
H -1.8914 5.2858 0.3198
H 1.8536 2.8108 0.8538
H 1.5376 -2.2232 0.0858
H 2.5196 -4.4502 -2.4352
H -3.3884 -1.1262 -2.3252
H -2.1394 -4.6162 5.5648
H -3.3614 -5.0122 4.2258
H -2.6644 6.5198 1.0958
H 2.4146 4.0878 0.5048
H -1.8804 -4.4522 2.3408
H 0.2616 2.4768 -2.1822
H 2.6126 -2.8452 -1.6292
H -0.0254 -0.3912 -0.3702
H -1.3924 0.3718 -1.3142
H -2.8074 -0.8622 -3.9422
H -1.5114 0.0468 0.2818
H -2.0764 0.4088 2.5228
H -1.6534 -0.2162 4.3378
H 1.0426 -3.5412 1.4248
H 4.3166 -0.3502 -2.1142
H -1.7834 -5.8912 4.3308
H -3.2734 -0.4322 3.4378
H -2.7274 -4.3822 -2.9412
H 1.5616 3.4728 -1.6992
H -2.1684 4.8908 1.9828
H 6.1256 2.2468 -2.9202
H 1.4886 3.1278 -3.4372
H 4.7216 0.8208 -0.9142
H -0.6424 -4.1112 3.4598
H 4.0066 -4.0802 -1.3822
H -1.8884 -4.4202 -1.5532
H 2.4566 3.9798 2.3008

Computed properties:
Net charge: -2
Multiplicity: 1
Energy above the lowest of the compared OMol25 structures with the same formula, charge and spin (kJ/mol): 108.1
LUMO (eV): 3.7
Gap between HOMO and LUMO (eV): 2.58
Electronic energy (eV): -54656.89205